No. 1
A molecular structure, C22H25N5O14V at a distorted geometry. Source: OMol25; level of theory: wB97M-V/def2-TZVPD.

```
67
Properties=species:S:1:pos:R:3:forces:R:3:lowdin_charge:R:1
H -7.07997 -2.76888 9.57007 -0.153 0.222 -0.371 0.098
H -2.78339 7.78769 -6.98036 -0.059 0.274 0.005 0.108
H -0.87712 -0.43252 3.93716 0.995 0.692 -0.685 0.082
C 4.28269 -5.47289 2.79555 1.214 0.569 1.064 -0.024
C 4.85237 -5.85098 4.02383 -0.688 -0.872 0.347 -0.057
N -4.92740 -6.83150 0.75306 1.422 1.000 -1.739 -0.465
H -0.71927 -0.17785 1.28473 -0.687 0.651 -0.067 0.089
H -5.41516 -3.23703 9.44168 0.106 0.062 -0.339 0.092
C 4.51746 5.85378 -2.46240 0.419 0.907 -3.140 0.031
H -1.83867 9.96535 -6.09937 -0.086 -0.018 -0.495 0.102
C 4.20615 3.52766 -3.02664 0.116 -1.757 -1.634 -0.070
C -2.47927 7.92805 -5.95362 1.137 -0.490 0.720 -0.051
H -5.90662 -1.62683 8.75932 -0.189 -0.231 0.117 0.099
H -4.16146 -8.16658 2.03752 0.450 0.087 0.456 0.098
O -2.72836 0.36776 3.39072 3.112 -1.597 -1.125 -0.194
N -6.48769 -3.27565 7.60462 -1.795 2.078 -1.957 -0.462
C -3.97223 -7.10975 1.84938 0.062 -0.410 0.340 0.039
H 4.05603 2.50041 -2.72896 -0.080 -0.007 0.409 0.113
H 3.65194 -8.61444 1.61593 -0.363 0.268 -0.235 0.123
C -1.49618 9.31214 -4.17348 -0.555 -0.064 -2.226 -0.074
H -4.17918 -6.44837 2.69073 -0.372 -0.326 -0.136 0.098
C 3.88923 -7.81902 2.30687 -1.064 2.145 -3.013 -0.013
C -1.24019 -1.01426 1.75072 -2.272 -2.684 -3.535 -0.258
O -6.93348 -2.55115 6.72291 0.324 1.696 0.968 0.047
O -2.03793 -5.14755 -5.12325 -0.270 -0.296 0.093 -0.558
N 3.25919 -5.96830 0.62269 -2.347 -1.229 -0.127 -0.316
H 5.08975 -7.51795 5.40985 0.334 0.133 -0.009 0.103
C -2.51771 6.84602 -5.08669 -1.078 -0.539 0.189 -0.005
H 4.38393 -4.41793 2.58764 -0.504 -0.030 -0.611 0.124
H -0.46872 -1.77749 1.85285 0.148 -0.255 0.898 0.085
H 4.59776 6.64834 -1.73533 -0.015 0.002 -0.042 0.112
C 3.78957 -6.42269 1.96505 -0.216 -1.551 -0.968 -0.114
O 4.94252 8.41012 -3.82978 -0.395 -0.503 1.795 0.068
C 4.44088 5.05482 -4.81221 -0.239 1.379 0.361 -0.007
H -0.93322 8.29731 -2.51429 -0.373 -0.580 0.587 0.122
H -2.18283 -1.45785 3.70910 0.100 -1.110 -0.760 0.089
O 2.10570 -6.39719 0.28681 3.399 1.108 0.894 0.052
O 3.96129 -5.21462 -0.01854 -0.613 -0.460 0.321 0.094
C -1.88570 9.08953 -5.46919 -1.347 1.489 -1.724 -0.091
O -6.42831 -4.42846 7.36278 1.248 -3.394 1.546 0.076
C 4.62031 6.13308 -3.89476 -1.386 -2.820 0.742 -0.116
H -1.29501 10.34154 -3.91604 0.674 -0.359 0.620 0.118
C 4.39158 -8.13053 3.48930 0.958 -1.125 2.822 -0.120
H 4.24369 2.98124 -5.16984 -0.220 -0.242 0.297 0.112
O -2.52054 4.79254 -3.31553 0.306 0.422 0.104 0.085
H 4.26077 5.30611 -5.84701 0.542 0.129 -0.132 0.112
C 4.29658 3.74275 -4.40584 0.212 1.061 0.867 -0.051
H 4.49744 -9.15708 3.80772 -0.179 -0.264 -0.263 0.111
O -1.59496 5.94521 -1.72305 -0.510 0.224 -2.131 0.062
O -4.68429 -7.27394 -0.36527 0.038 -0.548 0.838 0.041
N 4.67387 7.43583 -4.49890 1.570 3.245 -3.505 -0.327
C -1.70344 -0.59577 3.24531 -4.321 1.654 2.279 -0.332
C 4.82005 -7.18923 4.41708 0.040 1.347 -0.334 -0.066
H -2.97350 5.90452 -5.35545 0.058 -0.046 -0.187 0.119
H -2.94452 -6.91601 1.54217 -0.255 -0.268 -0.439 0.102
C -6.19508 -2.66185 8.94269 0.447 -0.445 0.035 0.050
N -2.03791 5.82229 -2.88242 0.016 -0.297 1.638 -0.326
C 4.30162 4.53221 -2.11513 0.035 1.363 1.196 -0.093
O -5.80738 -6.05543 0.97227 -1.358 0.498 0.656 0.083
V -2.00853 -3.95251 -4.08629 1.252 1.087 -0.639 0.772
O -2.24756 -1.66516 0.89989 2.926 2.527 2.873 -0.200
H 4.17067 4.35356 -1.05808 0.048 -0.339 0.044 0.112
H 5.22879 -5.07088 4.66893 0.032 -0.048 0.119 0.103
O -0.94053 -2.89000 -4.66782 -0.948 -0.690 0.692 -0.570
C -2.06453 6.98941 -3.78602 0.993 0.211 -0.948 -0.135
C -1.46727 8.18059 -3.44572 0.849 -0.212 3.841 -0.035
O 4.63356 7.65609 -5.76981 -0.646 -2.422 2.743 0.004
```
Forces are in eV/Å.

Output
**Orbital gap**: 2.2 eV
**HOMO energy**: -2.8 eV
**Largest force on an atom**: 5.16 eV Å⁻¹
**Energy above the lowest of the compared OMol25 structures with the same formula, charge and spin**: 832.2 kJ/mol
**Net charge**: -1


No. 2
A single C22H25N5O2S molecule at a distorted geometry. Source: OMol25; level of theory: wB97M-V/def2-TZVPD.

```
55
Properties=species:S:1:pos:R:3:forces:R:3:lowdin_charge:R:1
O 1.98230 0.69245 0.95823 0.175 0.102 0.443 0.073
C -4.04428 -2.99921 3.14651 -0.272 -0.072 -0.020 -0.580
C -5.84682 -2.08476 1.80506 0.097 0.186 -0.160 -0.424
C -6.87865 -4.95712 4.13977 -0.059 0.068 -0.077 -0.034
C 5.58619 2.95197 -3.45090 -0.029 -0.002 0.035 -0.032
H 0.08917 -2.72594 0.81980 0.007 -0.033 -0.011 0.122
H 2.41022 4.74064 -3.30815 -0.004 0.059 0.031 0.113
C 0.62559 -1.79725 1.02894 0.137 0.231 0.061 -0.111
C 4.12186 0.67472 -2.86142 -0.037 0.015 0.040 -0.027
H 2.17933 5.36886 -1.68124 -0.032 0.030 -0.062 0.107
H 0.97326 3.49371 -1.12571 -0.043 -0.063 -0.018 0.115
N -4.76402 -3.88573 3.74454 0.576 -0.253 0.397 0.090
C 1.50531 0.30264 -0.08760 -0.270 -0.509 -0.385 -0.454
N 1.75758 0.89814 -1.27117 0.193 0.290 -0.360 0.101
C 2.53636 4.50926 -2.24920 0.019 0.091 0.036 -0.168
C -0.88530 -0.38878 -0.41113 -0.009 0.071 0.120 -0.113
H 5.50697 -0.35649 -4.12182 0.029 -0.075 -0.038 0.101
H -6.40520 -5.92997 4.02683 0.007 -0.071 -0.008 0.082
H -0.79247 1.12469 1.13523 -0.079 0.028 0.009 0.133
H 6.80481 1.67101 -4.65563 0.072 -0.008 -0.058 0.101
H 4.59432 5.16550 -2.36846 0.049 -0.016 0.078 0.116
H 0.60295 -0.23966 2.51282 -0.091 -0.176 0.085 0.121
H 6.15710 3.84064 -3.67887 0.051 0.101 -0.018 0.111
C 5.95009 1.73331 -3.99867 0.074 -0.058 -0.064 -0.086
N -3.56881 -1.26272 1.71175 0.253 0.898 -0.866 0.118
H 1.32970 0.54777 -2.11390 -0.049 -0.090 0.113 0.148
C 3.75213 1.89259 -2.31541 0.031 -0.059 0.029 -0.125
H 2.93758 2.30145 -0.38778 -0.067 -0.016 -0.164 0.158
C -2.40304 -1.44668 2.21902 -0.556 -0.870 0.775 -0.557
H 3.56418 -0.21939 -2.62289 -0.044 -0.064 0.026 0.104
H 1.16358 2.92180 -2.78008 -0.046 -0.032 0.030 0.116
H -7.89642 -4.99646 3.76426 -0.091 -0.048 0.021 0.075
C 5.22068 0.59596 -3.70089 0.066 -0.066 -0.080 -0.085
H -0.00475 -1.80371 3.10455 0.064 0.077 0.018 0.088
C 4.03313 4.31590 -1.97772 -0.093 0.067 -0.099 -0.141
C 2.57360 2.08465 -1.40011 -0.138 0.155 0.088 -0.254
S -2.33360 -2.77869 3.41664 -0.027 0.367 -0.349 1.125
H -1.53122 -1.23266 -0.66261 -0.025 0.006 -0.047 0.125
C 0.55332 -0.89061 -0.20572 0.005 -0.097 0.133 -0.226
C 4.49366 3.03809 -2.60448 0.065 0.024 -0.003 -0.185
H 0.85568 -1.47154 -1.08474 -0.011 0.071 0.043 0.145
H 4.20037 4.26845 -0.89784 0.044 0.073 0.039 0.126
C 1.70962 3.26094 -1.89632 0.086 -0.008 0.098 -0.119
C -6.08050 -3.92519 3.41468 -0.178 0.288 -0.341 -0.336
H -2.44743 0.57250 0.74683 0.127 0.074 0.016 0.123
H -0.93121 0.32973 -1.23079 -0.048 -0.020 -0.049 0.114
N -4.48668 -2.10984 2.22203 -0.015 -0.671 0.606 -0.028
H 1.66628 -2.03865 1.24572 0.015 -0.077 0.001 0.125
O -6.21745 -1.29246 0.96946 -0.066 0.048 -0.058 0.066
H -7.66662 -3.12380 2.23624 -0.082 0.000 -0.025 0.117
C 0.00853 -1.11900 2.25493 0.330 -0.238 0.020 -0.164
C -6.62038 -3.07865 2.49152 -0.114 -0.234 0.189 0.047
H -6.89327 -4.72267 5.20277 -0.017 -0.003 0.075 0.084
N -1.33757 -0.68242 1.96471 0.234 0.350 0.071 -0.113
C -1.40975 0.26272 0.86838 -0.213 0.160 -0.368 -0.126
```
Forces are in eV/Å.

Output
**Orbital gap**: 8.7 eV
**HOMO energy**: -8.2 eV
**Largest force on an atom**: 1.29 eV Å⁻¹
**SMILES**: Cc1cc(=O)n2nc(N3CCC(C(=O)N[C@@H]4CCCc5ccccc54)CC3)sc2n1
**Energy above the lowest of the compared OMol25 structures with the same formula, charge and spin**: 59.3 kJ/mol
**Net charge**: 0


No. 3
A molecular structure, C22H26Cl3GeN2O5SSiZn. Source: OMol25; level of theory: wB97M-V/def2-TZVPD.

```
62
Properties=species:S:1:pos:R:3:forces:R:3:lowdin_charge:R:1
C 0.76633 2.11204 4.41835 0.031 0.061 0.068 -0.106
Zn -0.76835 -0.60628 -1.34796 -0.053 0.048 -0.394 0.662
H -2.48593 3.69887 -2.58378 0.023 -0.040 -0.061 0.018
C 0.15894 1.23607 3.53823 -0.059 -0.071 -0.112 -0.057
H 0.59481 -3.37460 -3.20548 -0.004 -0.115 0.093 0.065
O -1.60170 1.07027 -2.79842 0.332 0.016 -0.140 -0.407
C 3.14100 -2.87582 0.20576 -0.057 0.092 -0.101 -0.069
H 1.91445 0.22927 -0.29169 0.034 -0.002 -0.066 0.097
H 0.07222 -4.47695 -1.90827 -0.028 0.089 0.049 0.129
C -0.24553 0.36614 1.20634 0.223 -0.015 -0.107 -0.337
H -2.15797 2.28429 1.91055 -0.004 -0.133 0.069 0.021
Cl -0.18469 0.09397 -6.83528 -0.013 -0.017 -0.127 -0.164
C -1.95408 3.10653 1.22915 0.032 0.017 -0.126 -0.150
O -0.94424 -2.67085 -2.03048 -0.439 -0.098 -0.391 -0.171
H -1.96738 -1.51768 0.29079 -0.041 -0.033 0.076 0.094
H 0.00797 -4.94727 1.91449 0.001 -0.042 0.004 0.078
H 0.64721 3.76061 -0.49954 0.017 0.111 0.016 0.011
N -0.69821 0.78185 0.03154 -0.188 0.210 0.107 -0.058
C 2.22898 -3.54914 -0.60003 0.210 0.019 0.033 -0.023
H -1.41115 -2.62412 -2.88999 -0.025 -0.076 0.011 -0.014
O -2.99020 1.40545 -0.90394 0.005 0.273 0.226 -0.355
C 2.06175 -0.83952 -0.37566 0.143 0.046 -0.089 -0.109
H 1.54916 2.29971 0.65843 0.024 -0.034 0.033 0.074
C -0.26807 -1.03594 1.55319 0.012 -0.209 0.136 -0.196
S -2.92257 0.67466 -2.24644 0.087 0.083 -0.057 0.321
H 1.35416 -1.02887 2.98837 0.012 0.018 0.007 0.104
C 0.65843 -1.65020 2.43795 -0.064 0.004 0.138 -0.071
Ge 0.16537 -1.00457 -4.89146 0.009 0.101 0.145 -0.001
H -0.55738 0.50924 3.90165 -0.013 -0.007 0.011 0.117
C -1.03183 -3.29495 0.99444 -0.075 -0.188 0.142 -0.115
C 1.95433 3.11481 2.59567 0.033 0.012 0.028 -0.096
C -1.14018 -1.92320 0.86670 -0.193 0.055 0.175 -0.085
O -2.79581 -0.77199 -1.92009 -0.109 -0.387 0.138 -0.371
H -1.71679 -3.92215 0.43481 -0.007 -0.010 -0.017 0.105
N 1.19833 -1.49036 -1.16060 -0.025 0.287 0.053 0.087
C 1.66836 3.06265 3.95367 0.029 0.031 0.033 -0.124
H 1.49720 -3.43245 3.23081 0.019 0.003 -0.015 0.089
H 2.23501 -4.62718 -0.68509 0.027 -0.013 -0.003 0.111
C 3.06492 -1.49595 0.31486 0.035 -0.155 -0.110 -0.062
C -2.47699 3.89421 -1.50990 0.118 0.057 0.110 -0.210
C 0.75006 -3.01556 2.56184 0.055 0.057 0.192 -0.133
H 2.65592 3.84871 2.21478 -0.001 0.004 0.006 0.094
H -3.51223 3.98997 -1.17623 -0.068 -0.005 0.009 0.013
Si -1.52800 2.50944 -0.52834 -0.008 -0.290 0.077 0.358
C 0.23534 -3.42482 -2.16838 0.229 -0.083 -0.231 -0.197
C 0.18008 3.08765 -1.22387 -0.120 -0.022 -0.094 -0.190
H 0.52209 2.06724 5.47394 0.009 -0.001 0.006 0.090
H 0.86673 2.26324 -1.42306 0.028 -0.023 0.003 0.004
H 2.13510 3.75854 4.64116 0.003 -0.004 0.000 0.083
C 0.42558 1.28200 2.16393 -0.067 0.120 0.110 -0.191
Cl 1.94460 -2.31071 -5.62636 0.085 -0.091 -0.015 -0.223
H 3.72978 -0.93440 0.95612 0.020 -0.019 0.011 0.105
C -0.07786 -3.87238 1.82391 -0.184 0.010 -0.092 -0.136
O -4.06374 0.98046 -3.05691 -0.131 0.038 -0.033 -0.292
H -1.14992 3.70296 1.66308 0.073 0.053 0.041 0.022
Cl -1.45433 -2.69476 -5.17151 0.001 -0.019 0.019 -0.090
C 1.34190 2.23677 1.71656 -0.052 -0.037 -0.024 -0.051
H -1.96945 4.85508 -1.35253 -0.008 0.045 0.009 0.014
H 3.88151 -3.42958 0.76907 0.019 -0.012 -0.004 0.102
H -2.84587 3.73087 1.17640 -0.069 0.067 0.004 0.016
C 1.27103 -2.81423 -1.27363 0.127 0.207 0.080 -0.248
H 0.04179 3.64288 -2.15165 -0.003 0.017 -0.059 0.017
```
Forces are in eV/Å.

Output
**Orbital gap (spin up / spin down)**: 4.3 / 7.0 eV
**HOMO energy (spin up / spin down)**: 0.0 / -2.7 eV
**Largest force on an atom**: 0.60 eV Å⁻¹
**Energy above the lowest of the compared OMol25 structures with the same formula, charge and spin**: 67.9 kJ/mol
**Net charge**: -2
**Spin multiplicity**: 2


No. 4
A molecular structure, C22H26ClOSiVYb at a distorted geometry. Source: OMol25; level of theory: wB97M-V/def2-TZVPD.

```
53
Properties=species:S:1:pos:R:3:forces:R:3:lowdin_charge:R:1
C 1.99716 0.92684 4.01179 -0.334 -0.019 0.165 -0.230
H -1.67155 5.09445 3.73402 -0.064 -0.617 0.118 0.101
C -0.17316 -1.19140 3.76932 0.360 0.595 0.364 -0.240
C -0.83050 3.10667 3.54954 0.286 0.598 -0.251 -0.092
H 2.49818 -1.22974 -5.82748 0.230 -1.393 -1.465 -0.086
H -3.87295 1.90738 5.63107 0.471 0.199 -0.343 0.099
O 0.49991 0.69883 1.63634 0.632 1.113 2.691 -0.453
H -3.62952 4.32081 5.06849 0.393 -0.346 -0.191 0.096
C 4.36215 0.44322 4.18179 0.181 -0.409 -0.347 -0.102
H -1.61874 -0.08188 -4.98477 -1.479 -0.597 0.989 -0.079
C 0.64725 -1.98611 4.55351 0.749 -0.204 0.592 -0.099
C -3.00992 2.25450 5.03934 -0.380 -0.206 0.246 -0.107
V -0.00235 0.00976 0.01600 -0.250 -0.322 0.019 0.600
Cl 0.87466 2.00918 -2.95971 0.176 1.489 1.576 -0.182
H 0.92104 -3.89050 5.55411 -0.374 0.365 -0.376 0.094
C 4.49948 1.44028 5.13798 0.653 0.106 0.286 -0.127
H 3.01887 -0.61328 2.85999 -0.033 0.631 0.500 0.125
H -2.08487 -1.09305 2.73004 0.795 -0.546 0.632 0.121
H -1.27564 -4.78726 4.79765 0.158 0.439 -0.134 0.093
H -1.51729 -2.12193 0.51783 0.590 0.234 0.121 -0.084
H -1.12716 1.16749 -6.12389 -0.553 1.370 -0.844 -0.087
C -1.79974 -2.98515 3.72282 -0.369 -0.159 0.058 -0.097
C 3.11265 0.19062 3.61803 0.530 -0.479 -0.299 -0.097
H 5.48613 1.63995 5.58618 -0.525 -0.101 -0.239 0.096
C -2.87320 3.59773 4.72616 -0.474 0.343 0.252 -0.124
H -2.03927 0.82023 -1.52899 -0.086 0.158 -0.043 -0.055
C -2.05140 1.34217 4.60409 -0.658 -0.666 0.665 -0.094
H 3.37067 0.20210 -5.24257 1.341 0.978 -0.488 -0.086
C -0.95648 1.75240 3.86203 0.310 -0.025 0.041 -0.224
Si 0.33211 0.54082 3.26877 0.115 -0.235 -2.699 0.495
H -2.77279 -3.38050 3.39078 0.552 0.261 0.121 0.103
H 3.50148 2.97285 6.29000 -0.022 -0.442 -0.438 0.098
C 0.25648 -3.27164 4.92592 0.526 -0.383 0.381 -0.119
H -0.74520 -0.53361 -6.46349 -0.214 -1.275 -1.528 -0.088
C 2.14952 1.92531 4.96317 -0.076 0.508 0.581 -0.094
H 0.24496 -2.49947 0.87781 -0.404 0.554 -0.299 -0.074
C 3.39742 2.18123 5.52868 -0.134 0.536 0.418 -0.113
C -0.96660 0.19858 -5.75519 -0.608 -0.200 -0.322 -0.398
H 1.63088 -1.61508 4.91365 -0.791 -0.213 -0.334 0.099
H 1.27840 2.52470 5.29618 0.586 -0.471 -0.281 0.103
C -1.39791 -1.70200 3.36876 -1.326 0.093 -0.916 -0.146
C -1.78249 4.02582 3.98259 0.285 0.506 -0.257 -0.104
H -2.27986 1.41362 0.12368 -0.029 -0.016 0.076 -0.049
H -2.18718 0.27370 4.88000 0.225 0.860 -0.291 0.104
H 2.87955 -1.04693 -4.10302 0.615 -1.036 1.408 -0.079
C -0.47406 -1.71715 0.50326 -0.574 -1.656 -0.739 -0.350
C 2.71876 -0.59213 -5.03342 0.454 -0.333 -0.128 -0.398
H 5.23704 -0.14960 3.86974 -0.477 0.341 0.166 0.101
C -0.96378 -3.77393 4.50847 -0.286 -0.358 0.031 -0.123
H 0.03503 3.46811 2.95655 -0.649 -0.366 0.372 0.123
H -1.16785 2.27418 -0.97769 -0.094 -0.420 0.121 -0.067
C -1.53285 1.27449 -0.66924 -0.211 0.161 -0.371 -0.327
Yb 0.87510 0.43862 -4.69387 0.260 1.055 0.630 0.623
```
Forces are in eV/Å.

Output
**Orbital gap (spin up / spin down)**: 2.5 / 4.8 eV
**HOMO energy (spin up / spin down)**: 1.7 / -0.6 eV
**Largest force on an atom**: 2.98 eV Å⁻¹
**Net charge**: -2
**Spin multiplicity**: 5